The following is a quantum chemistry calculation of a 5-piece molecular cluster, C24H51N4O4 overall in a non-equilibrium geometry, from the OMol25 dataset.

Calculated values
Highest occupied orbital energy (alpha / beta) ... 2.183 / -1.305 eV
Net charge ... -2
<S²> ... 0.751
Relative energy (zero: lowest compared OMol25 entry of this formula, charge and spin) ... 0.0 kcal per mole
LUMO (alpha / beta) ... 0.159 / 0.159 hartree
Total energy ... -1464.90080 Ha
2S+1 ... 2

Last column: Mulliken charge in e.
Geometry (Å):
N -18.543 32.547 -2.087  0.9292
H -18.817 33.439 -2.473  0.6787
H -17.965 32.092 -2.779  0.5330
H -19.388 32.037 -1.869  -0.5601
H -18.088 32.777 -1.216  0.2565
C -18.718 35.797 1.339  -1.1433
C -18.728 35.001 0.112  0.2477
C -19.375 35.632 -1.209  0.7595
O -19.334 35.030 -2.298  -0.9333
C -19.962 36.990 -1.063  -0.6958
C -19.950 37.661 0.130  0.2558
C -19.238 37.075 1.349  0.3594
O -19.153 37.655 2.505  -0.7937
O -20.597 38.776 0.059  -0.7886
O -18.118 33.979 0.008  -0.4383
H -18.281 35.371 2.230  0.3968
H -20.425 37.434 -1.932  0.3782
C -14.039 31.678 -4.017  -2.1510
C -15.338 31.854 -3.084  -0.3608
N -16.627 31.653 -3.791  2.0028
C -16.685 32.487 -5.040  -1.0834
C -16.613 33.949 -4.711  -1.1704
C -16.776 30.242 -4.176  -1.7341
C -18.206 29.836 -4.404  -0.9318
H -13.993 30.679 -4.452  0.5495
H -13.161 31.917 -3.417  0.5872
H -14.069 32.445 -4.790  0.2552
H -15.266 31.094 -2.306  0.1990
H -15.413 32.852 -2.652  0.4557
H -15.930 32.212 -5.776  0.3196
H -17.600 32.218 -5.568  0.4764
H -17.389 34.248 -4.005  0.1518
H -15.641 34.182 -4.277  0.2379
H -16.776 34.497 -5.639  0.4612
H -16.390 29.632 -3.359  -0.2862
H -16.192 29.955 -5.051  0.2353
H -18.879 30.023 -3.567  -0.6272
H -18.149 28.758 -4.558  1.4151
H -18.681 30.312 -5.262  0.0182
C -15.866 31.498 0.967  0.1411
C -15.588 30.486 2.072  -1.2095
N -14.177 30.316 2.535  0.1435
C -13.691 31.492 3.263  -0.3953
C -12.420 31.254 4.093  -1.3237
C -13.307 29.868 1.470  -0.2661
C -13.671 28.502 0.851  -2.0416
H -15.484 31.121 0.018  -0.0904
H -15.341 32.431 1.175  0.3331
H -16.924 31.732 0.849  -0.1775
H -16.150 30.841 2.937  0.5040
H -16.105 29.560 1.820  0.2619
H -13.473 32.288 2.551  0.2905
H -14.523 31.817 3.888  0.3836
H -12.606 30.466 4.822  0.3440
H -11.625 30.892 3.442  0.3033
H -12.124 32.205 4.536  0.4076
H -12.299 29.689 1.843  0.3690
H -13.295 30.641 0.702  0.3119
H -12.989 28.197 0.058  0.5943
H -14.649 28.455 0.372  0.4876
H -13.611 27.750 1.637  0.3515
C -22.766 32.695 -0.398  -1.7280
C -21.396 32.663 -1.012  -0.1451
N -20.931 31.292 -1.442  1.1981
C -21.759 30.660 -2.492  -1.1270
C -21.781 31.401 -3.842  -1.2999
C -20.767 30.338 -0.325  -1.2164
C -19.464 30.635 0.316  -0.9526
H -23.069 33.737 -0.291  0.5027
H -22.805 32.251 0.596  0.3251
H -23.465 32.154 -1.037  0.3152
H -21.340 33.332 -1.871  0.6001
H -20.773 33.124 -0.247  -0.1860
H -21.350 29.675 -2.715  0.3765
H -22.765 30.559 -2.086  0.6517
H -20.791 31.563 -4.267  0.0536
H -22.392 30.863 -4.568  0.5183
H -22.216 32.387 -3.678  0.3421
H -20.833 29.313 -0.689  0.3701
H -21.627 30.452 0.335  0.4345
H -19.466 30.133 1.284  0.4292
H -19.289 31.687 0.540  0.0598
H -18.675 30.270 -0.341  0.2931